Here is the molecule C6H10O from the OMol25 dataset. Energies are from ωB97M-V/def2-TZVPD.

The energy above the lowest of the compared OMol25 structures with the same formula, charge and spin is 1.8 kJ/mol. For the HOMO energy, the calculation gives -9.63 eV. As for the largest force on an atom: 0.310 eV/A. The charge is 0. The value obtained for the frontier orbital gap is 10.6 eV.

Last column: Löwdin charge in e.
Geometry (Å):
O (-1.4475, 1.2267, 1.2972)  -0.036
C (-1.3534, 0.2032, 0.3034)  -0.389
C (-0.6354, 0.7160, -0.9476)  -0.153
C (0.8770, 0.7796, -0.7383)  -0.201
C (1.4252, -0.6098, -0.4096)  -0.200
C (0.6091, -1.3012, 0.6517)  -0.087
C (-0.6600, -0.9861, 0.9177)  -0.061
H (-0.7479, 1.0520, 1.9396)  0.087
H (-2.3878, -0.0534, 0.0405)  0.140
H (-1.0398, 1.7036, -1.1950)  0.117
H (-0.8628, 0.0451, -1.7887)  0.122
H (1.0955, 1.4696, 0.0880)  0.115
H (1.3754, 1.1802, -1.6284)  0.109
H (1.3989, -1.2366, -1.3133)  0.117
H (2.4787, -0.5578, -0.1096)  0.109
H (1.0873, -2.1072, 1.2060)  0.101
H (-1.2125, -1.5239, 1.6866)  0.109

Here is a cluster of 2 separate species, C6H10O in total from the OMol25 dataset. Energies are from ωB97M-V/def2-TZVPD.

The energy above the lowest of the compared OMol25 structures with the same formula, charge and spin is 433.2 kJ/mol. For the HOMO energy, the calculation gives -8.84 eV. As for the largest force on an atom: 0.516 eV/A. The charge is 0. The value obtained for the frontier orbital gap is 9.9 eV.

Last column: Löwdin charge in e.
Geometry (Å):
C (-1.9608, 0.2597, -0.0358)  -0.045
C (-0.7527, 0.2264, 0.8980)  -0.336
C (0.1745, -0.9283, 0.4746)  -0.225
C (1.5673, -1.1129, 0.8891)  0.052
C (1.4130, -0.1599, 0.0136)  -0.210
C (1.0323, 1.2442, -0.2423)  -0.160
O (0.0153, 1.4306, 0.7439)  -0.103
H (-2.6013, -0.6155, 0.1160)  0.083
H (-1.6442, 0.2586, -1.0877)  0.079
H (-2.5516, 1.1632, 0.1396)  0.082
H (-1.0719, 0.2155, 1.9435)  0.143
H (0.6135, -0.9962, -1.9132)  0.096
H (-0.3011, -1.6849, -0.1611)  0.110
H (2.2568, -1.8064, 1.3432)  0.102
H (1.3411, -0.8493, -1.8079)  0.089
H (1.8252, 1.9691, -0.0509)  0.127
H (0.6446, 1.3862, -1.2626)  0.117

Here is the molecule C6H10O from the OMol25 dataset. Energies are from ωB97M-V/def2-TZVPD.

The energy above the lowest of the compared OMol25 structures with the same formula, charge and spin is 174.8 kJ/mol. For the HOMO energy, the calculation gives -7.64 eV. As for the largest force on an atom: 1.403 eV/A. The charge is 0. The value obtained for the frontier orbital gap is 8.6 eV.

Last column: Löwdin charge in e.
Geometry (Å):
C (-0.4457, -0.3213, -1.9119)  -0.085
C (-0.3909, 0.5794, -0.6761)  -0.335
C (-1.1389, 0.0318, 0.5857)  -0.081
C (-0.0050, -0.3030, 1.5224)  -0.358
O (-0.2059, -0.3991, 2.8390)  0.092
C (1.1929, -0.3764, 0.8856)  -0.092
C (1.0914, 0.6814, -0.1767)  -0.184
H (-1.4679, -0.5277, -2.2498)  0.074
H (0.0471, -1.2794, -1.7066)  0.083
H (0.0921, 0.1581, -2.7405)  0.078
H (-0.8478, 1.5444, -0.9355)  0.127
H (-1.6554, -0.9305, 0.3849)  0.132
H (-1.8755, 0.7095, 1.0210)  0.112
H (0.7213, -0.4388, 3.1309)  0.120
H (1.9027, 0.4564, -0.8569)  0.098
H (1.7324, -1.2818, 0.6400)  0.108
H (1.2529, 1.6972, 0.2445)  0.112

Here is a structure of composition C6H10O from the OMol25 dataset. Energies are from ωB97M-V/def2-TZVPD.

The energy above the lowest of the compared OMol25 structures with the same formula, charge and spin is 314.0 kJ/mol. For the HOMO energy, the calculation gives -8.95 eV. As for the largest force on an atom: 0.327 eV/A. The charge is 0. The value obtained for the frontier orbital gap is 10.2 eV.

Last column: Löwdin charge in e.
Geometry (Å):
C (2.2502, -0.5581, 0.5212)  -0.108
C (1.5529, -0.0335, -0.7050)  -0.108
C (1.0422, 0.3223, 0.6580)  -0.250
C (-0.2484, -0.2659, 1.1605)  -0.271
C (-1.5548, 0.2014, 0.5608)  -0.029
C (-1.6700, -1.0280, 0.0587)  -0.133
O (-0.5066, -1.5817, 0.5576)  -0.052
H (2.1202, -1.6131, 0.7478)  0.105
H (3.2185, -0.1450, 0.7904)  0.098
H (2.0414, 0.7414, -1.2889)  0.100
H (0.9695, -0.7453, -1.2818)  0.103
H (1.2084, 1.3418, 1.0003)  0.142
H (-0.2510, -0.3699, 2.2516)  0.154
H (-2.1284, 1.1157, 0.5737)  0.086
H (-2.2910, 1.1706, -1.8373)  0.007
H (-2.8646, 1.4376, -2.2307)  0.037
H (-2.3461, -1.6213, -0.5491)  0.120

Here is the molecule C6H10O from the OMol25 dataset. Energies are from ωB97M-V/def2-TZVPD.

The energy above the lowest of the compared OMol25 structures with the same formula, charge and spin is 231.0 kJ/mol. For the HOMO energy, the calculation gives -9.82 eV. As for the largest force on an atom: 3.441 eV/A. The charge is 0. The value obtained for the frontier orbital gap is 11.0 eV.

Last column: Löwdin charge in e.
Geometry (Å):
C (1.2598, 1.1723, 1.3978)  -0.021
C (0.7587, 0.2559, 0.2970)  -0.407
O (0.4757, -1.0289, 0.7518)  -0.103
C (0.1211, -1.6303, -0.4542)  -0.191
C (-0.8977, -0.7119, -1.0978)  -0.204
C (-1.7816, 0.1150, -0.2224)  -0.073
C (-0.4287, 0.6514, -0.5602)  -0.190
H (2.1327, 0.7364, 1.8914)  0.080
H (0.4972, 1.3751, 2.1643)  0.088
H (1.5552, 2.1293, 0.9592)  0.080
H (1.5886, -0.1108, -0.6762)  0.173
H (1.1704, -1.2732, -1.1050)  0.147
H (-0.1062, -2.6941, -0.2923)  0.131
H (-1.1509, -0.8928, -2.1388)  0.135
H (-2.0044, -0.2021, 0.7892)  0.111
H (-2.6020, 0.6012, -0.7394)  0.106
H (-0.3112, 1.5343, -1.1779)  0.139

Here is the molecule C6H10O from the OMol25 dataset. Energies are from ωB97M-V/def2-TZVPD.

The energy above the lowest of the compared OMol25 structures with the same formula, charge and spin is 464.4 kJ/mol. For the HOMO energy (alpha / beta), the calculation gives -7.39 / -8.05 eV. As for the largest force on an atom: 1.547 eV/A. The charge is 0. The value obtained for the frontier orbital gap (alpha / beta) is 7.3 / 8.6 eV.

Last column: Löwdin charge in e.
Geometry (Å):
C (-0.1116, 1.3064, -1.4688)  0.027
C (-0.5450, -0.0876, -1.0982)  -0.454
O (0.5535, -1.0067, -1.1073)  -0.088
C (0.6858, -1.5870, 0.1822)  -0.163
C (-0.0550, -0.6444, 1.1314)  -0.310
C (0.5861, 0.7385, 1.1596)  -0.065
C (-1.1087, -0.1295, 0.2350)  -0.022
H (0.5321, 1.2818, 0.0443)  0.086
H (-0.7914, 2.0887, -1.1140)  0.069
H (0.1364, 1.4449, -2.5288)  0.061
H (-1.3164, -0.4101, -1.8245)  0.160
H (0.2379, -2.5924, 0.2080)  0.123
H (1.7535, -1.6670, 0.4169)  0.126
H (-0.3453, -1.0803, 2.0894)  0.143
H (1.6818, 0.7028, 1.2069)  0.093
H (0.1804, 1.3667, 1.9517)  0.088
H (-2.0740, 0.2752, 0.5161)  0.126

Here is the molecule C6H10O from the OMol25 dataset. Energies are from ωB97M-V/def2-TZVPD.

The energy above the lowest of the compared OMol25 structures with the same formula, charge and spin is 153.2 kJ/mol. For the HOMO energy, the calculation gives -10.07 eV. As for the largest force on an atom: 0.702 eV/A. The charge is 0. The value obtained for the frontier orbital gap is 11.0 eV.

Last column: Löwdin charge in e.
Geometry (Å):
C (-0.4818, 1.8939, 1.0105)  -0.094
C (-0.9510, 0.6721, 0.2229)  -0.197
C (0.1235, -0.2213, -0.4177)  -0.589
C (-0.5565, -1.4044, -1.1473)  -0.025
O (0.8603, 0.6204, -1.3056)  -0.007
C (1.0677, -0.8673, 0.5091)  -0.076
C (1.9267, -1.5530, 1.0060)  0.140
H (-1.3597, 2.4344, 1.3854)  0.072
H (0.0914, 2.5850, 0.3854)  0.073
H (0.1291, 1.6224, 1.8789)  0.074
H (-1.5713, 1.0143, -0.6155)  0.122
H (-1.5826, 0.0416, 0.8591)  0.117
H (0.1458, -2.2221, -1.3430)  0.085
H (-1.3509, -1.8173, -0.5146)  0.088
H (-0.9829, -1.0620, -2.0921)  0.088
H (1.7669, 0.2939, -1.3470)  0.100
H (2.7255, -2.0307, 1.5254)  0.029

Here is the molecule C6H10O from the OMol25 dataset. Energies are from ωB97M-V/def2-TZVPD.

The energy above the lowest of the compared OMol25 structures with the same formula, charge and spin is 71.9 kJ/mol. For the HOMO energy, the calculation gives -9.80 eV. As for the largest force on an atom: 0.511 eV/A. The charge is 0. The value obtained for the frontier orbital gap is 10.9 eV.

Last column: Löwdin charge in e.
Geometry (Å):
O (-2.5215, -1.2919, 1.1072)  0.045
C (-1.8433, -1.8635, 0.2871)  -0.263
C (-0.4024, -1.5426, -0.0194)  -0.160
C (0.1552, -0.3566, 0.7711)  -0.177
C (1.0408, 0.5268, -0.0779)  -0.322
C (0.3909, 1.4350, -1.0842)  -0.130
C (1.0558, 2.0109, 0.1367)  -0.125
H (-2.2747, -2.6831, -0.3272)  0.119
H (0.1780, -2.4636, 0.1308)  0.121
H (-0.3530, -1.3467, -1.1008)  0.122
H (0.7023, -0.7102, 1.6533)  0.121
H (-0.6896, 0.2291, 1.1529)  0.112
H (1.9843, 0.0768, -0.3854)  0.137
H (0.8689, 1.5735, -2.0498)  0.096
H (-0.6970, 1.4466, -1.1191)  0.105
H (1.9910, 2.5477, 0.0072)  0.096
H (0.4140, 2.4116, 0.9174)  0.102

Here is the molecule C6H10O from the OMol25 dataset. Energies are from ωB97M-V/def2-TZVPD.

The energy above the lowest of the compared OMol25 structures with the same formula, charge and spin is 150.1 kJ/mol. For the HOMO energy, the calculation gives -8.89 eV. As for the largest force on an atom: 1.190 eV/A. The charge is 0. The value obtained for the frontier orbital gap is 10.0 eV.

Last column: Löwdin charge in e.
Geometry (Å):
C (-1.4118, -0.3991, 0.3653)  -0.175
C (-0.6712, -1.3042, -0.6159)  -0.220
O (0.4576, -0.5720, -1.0740)  -0.153
C (1.8272, -0.1885, 1.0311)  0.035
C (1.6466, 0.8815, 0.2644)  -0.103
C (0.4175, 0.8504, -0.6070)  -0.283
C (-1.0328, 0.9908, -0.1340)  -0.136
H (-1.0652, -0.5472, 1.3940)  0.101
H (-2.4895, -0.5732, 0.3491)  0.111
H (-0.4008, -2.2679, -0.1474)  0.121
H (-1.2827, -1.5461, -1.4914)  0.114
H (0.9785, -0.7871, 1.3500)  0.053
H (2.8008, -0.5898, 1.2605)  0.062
H (2.4914, 1.4831, -0.0737)  0.098
H (0.5774, 1.5770, -1.4263)  0.139
H (-1.6171, 1.2099, -1.0368)  0.118
H (-1.2259, 1.7824, 0.5920)  0.118

Here is a structure of composition C6H10O from the OMol25 dataset. Energies are from ωB97M-V/def2-TZVPD.

The energy above the lowest of the compared OMol25 structures with the same formula, charge and spin is 63.7 kJ/mol. For the HOMO energy, the calculation gives -9.62 eV. As for the largest force on an atom: 0.409 eV/A. The charge is 0. The value obtained for the frontier orbital gap is 10.7 eV.

Last column: Löwdin charge in e.
Geometry (Å):
C (2.0360, 0.4124, 0.1629)  -0.004
C (0.5880, 0.0542, -0.0264)  -0.511
C (-0.0439, -1.2470, 0.5077)  -0.034
C (-0.9294, -0.9507, -0.7087)  -0.282
C (-1.7150, 0.3059, -0.2946)  -0.117
C (-0.5019, 1.1137, 0.2439)  -0.102
O (0.2281, -0.3818, -1.3718)  -0.049
H (2.2597, 1.3920, -0.2736)  0.085
H (2.6774, -0.3360, -0.3129)  0.087
H (2.2731, 0.4463, 1.2320)  0.089
H (-0.4878, -1.2569, 1.5096)  0.119
H (0.6056, -2.1096, 0.3427)  0.120
H (-1.4307, -1.7271, -1.2901)  0.145
H (-2.4775, 0.1063, 0.4654)  0.110
H (-2.1928, 0.7740, -1.1594)  0.110
H (-0.3090, 2.0255, -0.3301)  0.116
H (-0.5800, 1.3787, 1.3035)  0.116

Here is the molecule C6H10O from the OMol25 dataset. Energies are from ωB97M-V/def2-TZVPD.

The energy above the lowest of the compared OMol25 structures with the same formula, charge and spin is 137.7 kJ/mol. For the HOMO energy, the calculation gives -10.15 eV. As for the largest force on an atom: 0.521 eV/A. The charge is 0. The value obtained for the frontier orbital gap is 11.1 eV.

Last column: Löwdin charge in e.
Geometry (Å):
C (2.0595, 0.2306, 0.1919)  -0.096
C (0.9330, -0.4912, -0.5372)  -0.194
C (-0.4553, -0.2769, 0.0799)  -0.607
C (-1.5364, -0.9016, -0.8068)  -0.027
O (-0.4199, -0.9441, 1.3392)  -0.013
C (-0.7471, 1.1554, 0.3272)  -0.068
C (-1.0258, 2.2815, 0.6546)  0.141
H (3.0328, -0.0803, -0.1986)  0.072
H (2.0271, 0.0048, 1.2605)  0.078
H (1.9835, 1.3160, 0.0724)  0.071
H (1.1057, -1.5763, -0.5265)  0.124
H (0.8988, -0.1759, -1.5849)  0.119
H (-2.5360, -0.6915, -0.4143)  0.087
H (-1.4893, -0.5000, -1.8223)  0.088
H (-1.3852, -1.9864, -0.8397)  0.092
H (-1.1828, -0.6423, 1.8487)  0.104
H (-1.2625, 3.2783, 0.9559)  0.030

Here is the molecule C6H10O from the OMol25 dataset. Energies are from ωB97M-V/def2-TZVPD.

The energy above the lowest of the compared OMol25 structures with the same formula, charge and spin is 191.4 kJ/mol. For the HOMO energy, the calculation gives -9.16 eV. As for the largest force on an atom: 5.447 eV/A. The charge is 0. The value obtained for the frontier orbital gap is 10.3 eV.

Last column: Löwdin charge in e.
Geometry (Å):
O (-1.2861, 1.9428, -2.8955)  0.039
C (-0.4359, 1.1993, -2.4952)  -0.228
C (-1.0119, -0.0873, -1.7675)  -0.137
C (-1.1050, 0.1174, -0.2384)  -0.221
C (0.2450, 0.0748, 0.4020)  -0.112
C (0.2964, -0.5747, 1.5916)  -0.147
C (1.6443, -0.6523, 2.3198)  -0.123
H (0.6262, 1.4936, -2.5222)  0.118
H (-1.9291, -0.5164, -2.1979)  0.119
H (-0.2327, -0.7961, -1.8887)  0.079
H (-1.5757, 1.1121, -0.0266)  0.133
H (-1.7874, -0.4551, 0.1956)  0.056
H (1.0434, 0.5531, -0.1377)  0.103
H (-0.4650, -0.9316, 2.2158)  0.088
H (1.6561, -0.5266, 3.3876)  0.044
H (2.5362, -0.1529, 1.7546)  0.103
H (1.7813, -1.8001, 2.3028)  0.088